(1)
This record from OMol25 describes a molecular structure, C3H7N3O. The level of theory is ωB97M-V with the def2-TZVPD basis set.

Values from the calculation:
Gap between HOMO and LUMO = 0.3593 Eh
Energy relative to the best compared isomer or geometry (same formula, charge and spin) = 59.84 kcal/mol
LUMO energy = 0.77 eV

The geometry in XYZ format:
```
14
Properties=species:S:1:pos:R:3:nbo_charge:R:1
C -0.669 1.461 -0.782 -0.43
C 0.888 -0.129 0.268 0.74
N 2.092 0.472 0.089 -0.82
C -0.845 -1.365 0.752 0.43
O 0.816 -1.288 0.864 -0.55
N -0.291 0.268 -0.076 -0.54
N -1.319 -2.293 0.066 -0.77
H 2.908 -0.110 0.176 0.41
H 2.154 1.256 -0.540 0.40
H -2.176 -2.680 0.447 0.37
H -1.194 -0.924 1.682 0.16
H -0.557 2.369 -0.174 0.19
H -1.720 1.372 -1.069 0.22
H -0.087 1.590 -1.703 0.18
```

***

(2)
This record from OMol25 describes C13H14O5S in the gas phase. The level of theory is ωB97M-V with the def2-TZVPD basis set.

Values from the calculation:
Gap between HOMO and LUMO = 0.3211 Eh
Energy relative to the best compared isomer or geometry (same formula, charge and spin) = 0.00 kcal/mol
LUMO energy = -0.04 eV

The geometry in XYZ format:
```
33
Properties=species:S:1:pos:R:3:nbo_charge:R:1
C -4.643 -0.391 -0.030 -0.65
C -3.184 -0.067 0.078 -0.14
C -2.199 -0.996 0.172 0.09
C -2.485 -2.465 0.178 -0.66
C -0.823 -0.563 0.272 -0.16
C 0.264 -1.439 0.370 -0.16
C 1.553 -0.966 0.468 -0.30
C 1.791 0.406 0.475 0.30
O 3.055 0.937 0.581 -0.69
S 4.384 0.153 0.117 2.38
C 4.091 -0.029 -1.652 -0.88
O 5.444 1.074 0.335 -0.91
O 4.460 -1.139 0.721 -0.93
C 0.743 1.320 0.380 -0.10
C 1.012 2.791 0.399 -0.64
C -0.559 0.816 0.280 0.40
O -1.558 1.721 0.183 -0.48
C -2.870 1.361 0.075 0.75
O -3.684 2.247 -0.017 -0.57
H -4.847 -0.985 -0.919 0.22
H -5.202 0.539 -0.095 0.26
H -4.985 -0.943 0.844 0.22
H -3.549 -2.659 0.104 0.23
H -1.985 -2.947 -0.661 0.23
H -2.113 -2.912 1.098 0.23
H 0.097 -2.503 0.375 0.22
H 2.384 -1.644 0.567 0.26
H 3.171 -0.579 -1.795 0.25
H 4.931 -0.572 -2.061 0.26
H 4.033 0.965 -2.074 0.25
H 1.402 3.081 1.373 0.23
H 0.101 3.345 0.199 0.24
H 1.768 3.044 -0.341 0.23
```

***

(3)
This record from OMol25 describes a molecular structure, C49H39Br2GeIN4O5S2Ti. The level of theory is ωB97M-V with the def2-TZVPD basis set.

Values from the calculation:
Spin multiplicity = 2
Gap between HOMO and LUMO (spin up / spin down) = 0.1948 / 0.2246 Eh
Energy relative to the best compared isomer or geometry (same formula, charge and spin) = 25.69 kcal/mol
Charge = -1
LUMO energy (spin up / spin down) = 1.73 / 1.73 eV

The geometry in XYZ format:
```
104
Properties=species:S:1:pos:R:3:lowdin_spin:R:1
Ti -0.501 2.237 1.545 0.88
N -0.620 6.541 2.169 0.01
C -0.715 5.198 2.148 0.02
S -0.970 4.449 0.568 0.00
N -0.632 4.563 3.308 0.00
N -0.782 3.180 3.256 0.02
C -1.077 2.528 4.399 0.01
C -1.353 1.188 4.473 0.01
C -1.866 0.706 5.712 0.00
C -1.990 -0.662 5.991 0.01
C -1.558 -1.588 4.981 0.01
C -1.076 -1.158 3.811 0.00
C -0.920 0.249 3.519 0.01
O -0.293 0.573 2.389 0.00
H -0.574 7.154 1.363 0.00
H -0.778 7.018 3.072 0.00
H -1.089 3.116 5.330 0.00
H -2.313 1.500 6.391 0.00
H -2.271 -1.074 6.975 0.00
H -1.782 -2.642 5.103 0.00
H -0.612 -1.857 3.080 0.00
Br 5.210 -1.529 7.914 0.00
C 6.536 -0.848 6.732 0.00
C 7.656 -0.215 7.251 0.00
C 8.518 0.506 6.404 0.00
C 8.130 0.711 5.073 0.00
C 6.978 0.043 4.585 0.00
C 6.221 -0.819 5.334 0.00
I 4.930 -2.148 4.475 0.00
H 7.883 -0.386 8.329 0.00
H 9.353 1.014 6.833 0.00
H 8.657 1.376 4.419 0.00
H 6.746 0.129 3.490 0.00
S 2.556 -7.683 0.766 0.00
C 1.248 -6.557 0.995 0.00
N 1.213 -5.513 0.170 0.00
C 2.262 -5.626 -0.824 0.00
C 2.530 -4.748 -1.844 0.00
C 3.589 -4.985 -2.663 0.00
C 4.444 -6.116 -2.472 0.00
C 4.209 -6.969 -1.423 0.00
C 3.078 -6.765 -0.585 0.00
H 0.548 -6.675 1.809 0.00
H 1.930 -3.828 -1.925 0.00
H 3.741 -4.248 -3.460 0.00
H 5.263 -6.223 -3.180 0.00
H 4.828 -7.864 -1.311 0.00
Br 4.435 2.086 -3.401 0.00
C 4.597 1.945 -1.547 0.00
C 5.740 1.457 -0.883 0.00
C 5.761 1.489 0.510 0.00
C 4.643 1.879 1.224 0.00
C 3.446 2.110 0.500 0.00
C 3.421 2.191 -0.851 0.00
C 2.087 2.350 1.194 0.01
O 1.983 2.659 2.399 0.00
O 1.037 2.214 0.406 0.00
H 6.627 1.150 -1.515 0.00
H 6.642 1.274 1.170 0.00
H 4.602 1.830 2.341 0.00
H 2.545 2.408 -1.399 0.00
O -2.893 2.009 1.814 0.00
C -2.783 1.413 0.638 0.01
O -1.657 1.365 0.003 0.00
C -3.980 0.698 0.120 0.00
C -3.756 -0.412 -0.985 0.00
Ge -4.018 0.223 -2.845 0.00
C -5.686 1.085 -3.071 0.00
C -6.789 0.504 -3.668 0.00
C -7.996 1.220 -3.747 0.00
C -8.102 2.544 -3.300 0.00
C -6.934 3.098 -2.761 0.00
C -5.732 2.447 -2.721 0.00
C -3.721 -1.522 -3.874 0.00
C -4.228 -2.777 -3.428 0.00
C -3.838 -3.927 -4.084 0.00
C -2.799 -3.840 -4.986 0.00
C -2.276 -2.664 -5.422 0.00
C -2.779 -1.490 -4.874 0.00
C -2.534 1.236 -3.561 0.00
C -1.191 1.085 -3.121 0.00
C -0.147 1.711 -3.763 0.00
C -0.371 2.645 -4.769 0.00
C -1.685 2.949 -5.038 0.00
C -2.740 2.175 -4.622 0.00
H -4.548 1.519 -0.343 0.00
H -4.507 0.415 1.028 0.00
H -4.396 -1.243 -0.811 0.00
H -2.765 -0.851 -0.839 0.00
H -6.680 -0.574 -3.974 0.00
H -8.896 0.702 -4.174 0.00
H -9.026 3.126 -3.451 0.00
H -7.007 4.115 -2.445 0.00
H -4.783 3.047 -2.619 0.00
H -4.951 -2.747 -2.587 0.00
H -4.350 -4.864 -3.862 0.00
H -2.320 -4.782 -5.275 0.00
H -1.522 -2.563 -6.194 0.00
H -2.441 -0.567 -5.305 0.00
H -0.882 0.466 -2.236 0.00
H 0.881 1.460 -3.464 0.00
H 0.448 3.171 -5.239 0.00
H -1.924 3.774 -5.658 0.00
H -3.748 2.326 -5.110 0.00
```

***

(4)
This record from OMol25 describes a molecular structure, C3H3I3O. The level of theory is ωB97M-V with the def2-TZVPD basis set.

Values from the calculation:
Gap between HOMO and LUMO = 0.3044 Eh
Energy relative to the best compared isomer or geometry (same formula, charge and spin) = 24.13 kcal/mol
LUMO energy = -0.95 eV

The geometry in XYZ format:
```
10
Properties=species:S:1:pos:R:3:nbo_charge:R:1
C -1.519 -0.197 -0.162 -0.34
C -0.539 0.419 0.475 -0.34
C 0.879 0.416 0.032 0.00
O 1.172 -0.539 -1.052 -0.76
I 1.394 2.310 -0.864 0.20
I 2.160 -0.016 1.738 0.14
I 1.065 -2.467 -0.677 0.45
H -2.529 -0.167 0.207 0.21
H -1.364 -0.750 -1.073 0.21
H -0.718 0.991 1.376 0.23
```

***

(5)
This record from OMol25 describes 10 unconnected molecules or ions with the total composition C37H61NO27. The level of theory is ωB97M-V with the def2-TZVPD basis set.

Values from the calculation:
Gap between HOMO and LUMO = 0.3615 Eh
Energy relative to the best compared isomer or geometry (same formula, charge and spin) = 120.90 kcal/mol
LUMO energy = 0.07 eV

The geometry in XYZ format:
```
126
Properties=species:S:1:pos:R:3:mulliken_charge:R:1
C 4.110 -0.435 3.769 -0.68
C 4.404 -1.854 3.869 0.39
C 4.146 -2.466 5.260 -0.75
O 2.951 -3.124 5.111 -0.34
C 2.655 -3.229 3.871 0.59
O 1.693 -3.904 3.512 -0.60
O 3.505 -2.536 3.121 -0.06
H 2.950 -0.200 3.960 -0.24
H 4.410 -0.006 2.802 0.01
H 4.573 0.145 4.550 0.69
H 5.429 -1.933 3.514 0.32
H 4.324 -1.763 6.107 0.35
H 4.908 -3.191 5.366 0.40
C -3.199 2.107 5.425 -1.48
C -3.700 2.036 3.942 0.27
C -2.632 1.827 2.953 -0.44
O -2.938 0.699 2.263 0.43
C -3.853 0.057 2.886 0.39
O -4.296 -1.054 2.563 -0.61
O -4.361 0.763 3.956 -0.39
H -4.066 2.238 6.086 0.40
H -2.709 3.045 5.592 0.42
H -2.733 1.272 5.845 0.33
H -4.357 2.856 3.658 0.38
H -1.829 1.551 3.497 0.04
H -2.303 2.662 2.367 0.53
C -2.205 -2.810 4.700 -2.08
C -1.454 -1.487 4.554 1.11
C -0.306 -1.345 5.532 -0.44
O 0.649 -0.644 4.699 -0.36
C 0.261 -0.656 3.446 -0.25
O 0.761 -0.062 2.542 -0.07
O -0.842 -1.337 3.303 -0.23
H -2.994 -2.915 3.961 0.36
H -2.622 -2.899 5.680 0.50
H -1.703 -3.694 4.530 0.51
H -1.979 -0.703 4.726 -0.23
H 0.194 -2.308 5.776 0.33
H -0.520 -0.775 6.487 0.21
C 1.030 5.357 0.803 -1.70
C 0.958 4.013 1.558 0.66
C 1.551 2.748 0.824 0.79
O 2.301 2.147 1.864 0.05
C 2.513 2.992 2.894 0.48
O 3.318 2.719 3.745 -0.62
O 1.923 4.133 2.705 -0.43
H 0.428 5.490 -0.071 0.27
H 2.095 5.503 0.527 0.40
H 0.825 6.136 1.465 0.43
H 0.012 3.919 1.860 0.32
H 2.184 2.913 -0.003 0.37
H 0.708 2.189 0.507 -0.77
C -2.014 -1.421 -3.560 0.27
C -2.607 -1.347 -4.852 0.68
C -2.614 -0.017 -5.464 0.59
O -1.909 -0.185 -6.651 -0.39
C -1.446 -1.379 -6.821 0.66
O -0.771 -1.829 -7.754 -0.64
O -1.742 -2.007 -5.727 -0.44
H -1.984 -2.541 -3.351 0.33
H -2.681 -1.063 -2.739 -0.70
H -0.908 -1.083 -3.384 -0.24
H -3.630 -1.842 -4.882 0.28
H -2.234 0.860 -4.880 -0.13
H -3.701 0.347 -5.748 -0.27
C 1.799 -2.934 -4.924 -1.67
C 2.413 -2.312 -3.690 0.43
C 3.612 -1.445 -3.885 -0.50
O 3.295 -0.317 -3.057 -0.26
C 2.141 -0.268 -2.724 0.50
O 1.708 0.647 -1.996 -0.66
O 1.524 -1.342 -3.124 0.04
H 1.002 -3.680 -4.820 0.33
H 2.622 -3.340 -5.466 0.50
H 1.609 -2.223 -5.700 0.38
H 2.663 -3.012 -2.920 0.25
H 3.707 -1.081 -4.936 0.33
H 4.482 -1.973 -3.521 0.35
C -6.459 1.041 -4.763 -0.86
O -5.327 0.685 -3.924 -0.05
C -5.574 -0.132 -2.931 0.56
O -6.736 -0.881 -2.837 -0.68
O -4.620 -0.149 -2.018 -0.05
C -4.753 -0.880 -0.825 -0.79
H -6.215 1.470 -5.763 0.30
H -7.145 1.768 -4.251 0.35
H -7.113 0.229 -5.197 0.33
H -4.495 -1.960 -1.013 0.30
H -5.725 -0.990 -0.484 0.62
H -4.153 -0.655 0.037 0.01
C 3.768 -0.636 0.346 -0.93
O 5.121 -0.471 0.564 -0.26
C 6.146 -0.559 -0.336 0.51
O 5.842 -0.563 -1.728 -0.61
O 7.284 -0.350 0.128 -0.26
C 8.384 -0.402 -0.805 -0.62
H 3.483 -0.064 -0.475 0.85
H 3.172 -0.318 1.176 -0.39
H 3.606 -1.660 0.285 0.71
H 9.329 -0.750 -0.266 0.26
H 8.523 0.633 -1.130 0.30
H 8.426 -1.124 -1.698 0.28
C -1.838 5.945 -3.739 -0.73
O -1.634 5.292 -2.506 -0.27
C -1.798 3.946 -2.457 0.50
O -2.104 3.098 -3.602 -0.55
O -1.384 3.414 -1.237 -0.09
C -1.747 2.111 -1.023 0.05
H -1.607 5.283 -4.621 0.30
H -1.190 6.756 -3.854 0.30
H -2.795 6.372 -3.723 0.32
H -1.413 1.477 -1.871 0.30
H -2.887 1.897 -0.987 0.29
H -1.268 1.809 -0.095 -0.57
C -1.166 -1.079 -0.038 1.50
C -0.474 -2.361 -0.541 -0.22
C 0.577 -2.844 0.487 1.72
C 1.434 -3.934 0.021 -0.14
N 2.016 -4.812 -0.393 -0.70
H -0.348 -0.426 0.082 -0.37
H -1.659 -1.224 0.885 -0.22
H -1.861 -0.741 -0.679 -0.56
H -0.145 -2.137 -1.520 -0.42
H -1.231 -3.104 -0.718 0.70
H 0.004 -3.298 1.353 0.09
H 1.243 -2.134 0.843 -1.06
```

***

(6)
This record from OMol25 describes a molecular structure, C35H32N5O4S3Tb. The level of theory is ωB97M-V with the def2-TZVPD basis set.

Values from the calculation:
Spin multiplicity = 7
Gap between HOMO and LUMO (spin up / spin down) = 0.1265 / 0.1814 Eh
Charge = -2
LUMO energy (spin up / spin down) = 3.65 / 3.66 eV

The geometry in XYZ format:
```
80
Properties=species:S:1:pos:R:3:lowdin_spin:R:1
Tb 0.233 -0.136 -0.864 4.10
O -1.017 1.218 -2.304 0.12
C -0.987 1.480 -3.539 0.17
C -0.248 0.823 -4.554 0.05
C -0.397 1.210 -5.902 0.25
C 0.275 0.544 -6.923 0.04
C 1.118 -0.539 -6.603 -0.02
C 1.301 -0.925 -5.313 -0.01
C 0.653 -0.260 -4.217 -0.04
O 0.887 -0.609 -3.025 -0.06
N 0.127 0.923 -8.256 0.16
O -0.617 1.892 -8.531 0.12
O 0.742 0.289 -9.145 0.17
H -1.626 2.311 -3.897 0.01
H -1.051 2.029 -6.161 0.02
H 1.618 -1.045 -7.418 0.00
H 1.950 -1.752 -5.059 0.00
S 3.633 1.072 2.546 0.00
C 2.582 -0.050 3.312 0.00
C 1.528 -0.411 2.527 0.00
C 1.494 0.192 1.236 -0.02
C 2.587 1.011 1.083 0.00
C 2.954 1.746 -0.087 0.00
C 4.077 2.588 -0.125 0.00
C 4.380 3.276 -1.275 0.00
C 3.553 3.120 -2.389 0.00
C 2.477 2.260 -2.283 0.00
N 2.163 1.581 -1.186 -0.01
H 2.825 -0.391 4.302 0.00
H 0.789 -1.121 2.872 0.00
H 4.691 2.677 0.760 0.00
H 5.245 3.923 -1.319 0.00
H 3.749 3.648 -3.311 0.00
H 1.830 2.101 -3.137 0.00
C -1.356 -1.964 -0.366 0.43
C -2.125 -2.358 0.762 0.07
C -2.839 -3.580 0.901 0.10
C -3.503 -3.901 2.062 0.00
C -3.534 -3.024 3.142 0.12
C -2.932 -1.774 2.997 0.00
C -2.280 -1.438 1.836 0.09
H -2.865 -4.266 0.068 0.00
H -4.002 -4.863 2.134 0.00
H -4.022 -3.303 4.069 0.01
H -2.977 -1.068 3.819 0.00
H -1.801 -0.464 1.726 0.00
C -3.574 2.381 0.701 0.00
N -3.025 2.451 2.028 0.00
C -3.948 2.156 3.093 0.00
C -1.695 2.633 2.238 0.00
S -0.586 2.769 0.998 0.00
N -1.337 2.758 3.599 0.00
C -1.465 4.114 4.107 0.00
C -0.038 2.196 3.914 0.00
H -4.410 3.083 0.616 0.00
H -3.934 1.372 0.480 0.00
H -2.798 2.642 -0.016 0.00
H -4.492 1.236 2.861 0.00
H -4.676 2.968 3.207 0.00
H -3.397 2.028 4.020 0.00
H -2.456 4.504 3.880 0.00
H -0.713 4.785 3.669 0.00
H -1.330 4.093 5.190 0.00
H 0.005 1.181 3.527 0.00
H 0.073 2.166 4.999 0.00
H 0.791 2.767 3.481 0.00
S -0.485 -4.791 -0.599 0.00
C -0.444 -2.945 -1.051 0.05
N 0.849 -2.455 -0.616 0.05
C 1.489 -3.289 0.207 0.01
C 2.684 -2.999 0.890 0.01
C 3.280 -3.955 1.689 0.00
C 2.730 -5.220 1.834 0.01
C 1.545 -5.539 1.171 0.00
C 0.956 -4.595 0.373 0.01
H -0.521 -2.956 -2.156 0.01
H 3.134 -2.023 0.766 0.00
H 4.198 -3.707 2.210 0.00
H 3.218 -5.966 2.449 0.00
H 1.096 -6.517 1.274 0.00
```

***

(7)
This record from OMol25 describes a molecular structure, C26H15Br4N4O2SbSe4W. The level of theory is ωB97M-V with the def2-TZVPD basis set.

Values from the calculation:
Spin multiplicity = 3
Gap between HOMO and LUMO (spin up / spin down) = 0.2211 / 0.2069 Eh
Energy relative to the best compared isomer or geometry (same formula, charge and spin) = 8.18 kcal/mol
LUMO energy (spin up / spin down) = -2.38 / -2.87 eV

The geometry in XYZ format:
```
57
Properties=species:S:1:pos:R:3:nbo_charge:R:1
W -0.917 -1.728 -0.386 1.48
Br 4.803 -4.773 2.022 0.12
C 3.409 -4.233 0.881 -0.16
C 3.537 -4.346 -0.506 -0.14
Br 5.102 -5.064 -1.266 0.12
C 2.505 -3.913 -1.337 -0.18
Br 2.597 -4.001 -3.214 0.11
C 1.347 -3.384 -0.785 0.27
O 0.346 -2.859 -1.507 -0.72
C 1.204 -3.311 0.600 0.19
O 0.048 -2.768 1.023 -0.71
C 2.240 -3.707 1.431 -0.14
Br 1.969 -3.509 3.282 0.11
Se -3.134 3.463 -1.182 -0.61
Sb -3.503 2.375 0.878 1.02
Se -2.634 2.659 3.032 -0.52
Se -5.859 1.525 0.968 -0.13
Se -2.458 -0.164 0.347 -0.29
N 0.516 4.982 -0.980 -0.54
C 0.796 6.217 -0.442 0.18
C 0.592 7.513 -0.909 -0.26
C 1.035 8.535 -0.095 -0.19
C 1.661 8.281 1.140 -0.23
C 1.857 6.997 1.597 -0.17
C 1.410 5.948 0.790 0.06
N 1.468 4.588 1.002 -0.41
C 0.923 4.054 -0.058 0.30
C 0.797 2.614 -0.244 0.13
C 0.472 2.030 -1.471 -0.25
C 0.369 0.662 -1.545 0.09
N 0.563 -0.137 -0.484 -0.50
C 0.856 0.428 0.705 0.08
C 1.008 1.782 0.856 -0.23
H -0.097 4.807 -1.758 0.43
H 0.111 7.713 -1.857 0.22
H 0.900 9.560 -0.413 0.22
H 1.991 9.119 1.739 0.22
H 2.332 6.794 2.547 0.23
H 0.281 2.618 -2.356 0.23
H 0.104 0.170 -2.472 0.23
H 0.950 -0.247 1.546 0.24
H 1.240 2.210 1.820 0.27
C -2.391 -2.471 -1.797 -0.70
C -2.417 -3.699 -0.961 -0.09
C -1.690 -4.840 -1.367 -0.10
C -1.464 -5.883 -0.508 -0.18
C -1.942 -5.820 0.811 -0.15
C -2.681 -4.730 1.230 -0.14
C -2.924 -3.678 0.349 -0.21
C -1.667 -6.898 1.719 0.27
N -1.446 -7.761 2.445 -0.28
H -3.319 -1.917 -1.795 0.24
H -2.026 -2.651 -2.804 0.24
H -1.283 -4.867 -2.369 0.23
H -0.903 -6.751 -0.829 0.24
H -3.058 -4.685 2.242 0.24
H -3.527 -2.850 0.691 0.25
```